Entry from the OMol25 dataset: a cluster of 2 separate species, C4H11NOS in total at a distorted geometry (the ωB97M-V functional and the def2-TZVPD basis).

The total energy is -18694.1285 eV. The SMILES is CC=S(=O)=CC.N. Its charge is 0. Its HOMO energy (alpha / beta) is -7.76 / -7.67 eV. The frontier orbital gap (alpha / beta) comes out at 0.2718 / 0.2650 Ha. As for the energy above the lowest of the compared OMol25 structures with the same formula, charge and spin: 133.5 kcal/mol.

Each line ends with the Mulliken charge.
Positions of all 18 atoms, in Å:
C  -2.179041  0.088101  1.038655  -0.81
C  -1.638809  -0.518904  -0.230910  -0.33
S  0.022316  -0.448198  -0.113219  0.87
O  0.474076  -1.186441  1.022069  -0.65
C  0.793549  -0.876019  -1.501072  -0.30
C  2.163965  -1.507958  -1.637455  -0.82
H  -1.442846  -0.083997  1.850315  0.27
H  -2.454460  1.175316  0.861467  0.18
H  -2.984318  -0.626031  1.416460  0.31
H  -2.050091  0.016511  -1.088611  0.24
H  0.642958  -0.113723  -2.290533  0.26
H  2.387484  -1.735832  -0.531549  0.24
H  2.168499  -2.528718  -2.164774  0.26
H  2.881676  -0.834005  -2.139356  0.27
N  0.252111  2.024299  1.399792  -0.69
H  -0.597331  2.538696  1.645782  0.22
H  0.529446  2.235829  0.421767  0.26
H  1.030816  2.381073  2.041172  0.21

Force components x, y, z for each atom (eV/Å):
-0.8 -1.0 1.1
-0.4 1.9 0.2
-0.1 -2.1 -2.3
1.1 -0.4 2.0
1.0 1.8 -2.1
-0.4 -1.5 2.0
-0.3 0.8 -0.4
-0.1 -1.4 0.8
0.2 1.5 -0.7
0.2 -0.6 -0.4
-0.6 -0.5 0.4
0.6 0.2 -1.7
-0.3 1.5 0.6
-0.3 -0.4 0.5
1.6 0.9 0.5
0.4 -0.1 -0.3
-0.3 0.2 1.1
-1.5 -0.7 -1.3

Entry from the OMol25 dataset: the molecule C4H11NOS at a distorted geometry (the ωB97M-V functional and the def2-TZVPD basis).

The total energy is -18698.5983 eV. The SMILES is OCNCCCS. Its charge is 0. Its HOMO energy is -9.08 eV. The frontier orbital gap comes out at 0.3682 Ha. As for the energy above the lowest of the compared OMol25 structures with the same formula, charge and spin: 30.4 kcal/mol.

Each line ends with the Mulliken charge.
Positions of all 18 atoms, in Å:
O  2.715281  0.719809  2.159724  -0.52
C  1.566952  -0.055478  1.924719  -0.51
N  0.983704  0.271966  0.649652  -0.25
C  -0.461028  0.256285  0.546966  -0.58
C  -0.977799  0.464639  -0.856802  -0.70
C  -0.875379  -0.793947  -1.733852  -0.69
S  -2.323723  -1.053357  -2.778683  -0.23
H  2.401139  1.587472  2.416508  0.31
H  1.878528  -1.099989  1.931821  0.31
H  0.769694  0.132006  2.657596  0.35
H  1.427457  -0.268039  -0.081054  0.22
H  -0.897074  -0.653978  0.994878  0.40
H  -0.880357  1.026413  1.207526  0.36
H  -0.441247  1.301706  -1.295923  0.34
H  -2.016697  0.775351  -0.784089  0.39
H  -0.853678  -1.649804  -1.051661  0.33
H  0.069117  -0.899013  -2.265968  0.37
H  -2.084894  -0.062048  -3.641363  0.11

Force components x, y, z for each atom (eV/Å):
0.1 -0.3 0.4
-0.5 0.1 -0.5
0.1 0.2 -0.6
-0.3 -0.1 1.1
0.2 0.0 -0.1
0.1 -0.1 0.8
0.1 -0.2 -0.2
0.1 0.3 -0.1
0.1 0.0 0.4
0.3 -0.2 0.2
-0.1 0.1 -0.1
0.0 -0.2 -0.4
0.3 0.3 -0.2
0.1 0.1 -0.2
-0.1 -0.1 -0.1
-0.3 -0.1 -0.1
-0.1 0.3 -0.3
0.0 0.1 -0.1

Entry from the OMol25 dataset: the molecule C4H11NOS at a distorted geometry (the ωB97M-V functional and the def2-TZVPD basis).

The total energy is -18697.9659 eV. The SMILES is OCNCCCS. Its charge is 0. Its HOMO energy is -8.85 eV. The frontier orbital gap comes out at 0.3533 Ha. As for the energy above the lowest of the compared OMol25 structures with the same formula, charge and spin: 45.0 kcal/mol.

Each line ends with the Mulliken charge.
Positions of all 18 atoms, in Å:
O  -2.764381  0.925173  -1.311862  -0.50
C  -1.405222  0.854842  -0.999123  -0.26
N  -1.017955  -0.478997  -0.506311  -0.27
C  -0.373877  -1.026301  0.703696  -0.78
C  1.141287  -0.805911  0.966467  -0.46
C  1.650034  0.621664  0.965194  -0.66
S  2.015812  1.420778  -0.644681  -0.21
H  -2.985786  0.035280  -1.564496  0.30
H  -0.782957  1.030751  -1.868616  0.29
H  -1.117775  1.495545  -0.167008  0.21
H  -0.843849  -1.098810  -1.282368  0.24
H  -1.016823  -0.726823  1.531035  0.37
H  -0.449641  -2.102729  0.538606  0.29
H  1.755348  -1.427887  0.314046  0.36
H  1.181603  -1.174069  2.001946  0.29
H  2.670370  0.661835  1.339569  0.33
H  0.897920  1.237375  1.459638  0.36
H  1.445890  0.558284  -1.475732  0.06

Force components x, y, z for each atom (eV/Å):
0.0 0.6 0.3
1.5 -1.5 1.7
-0.1 -0.8 -1.2
-0.2 0.8 -1.3
-0.9 0.2 0.3
0.0 0.0 -0.7
0.0 0.1 -0.2
-0.5 -0.6 -0.2
0.0 0.6 -0.3
-0.4 0.8 -0.3
0.1 0.0 -0.1
0.4 -0.1 0.4
-0.3 0.0 0.5
-0.1 -0.1 0.1
0.7 -0.1 -0.2
-0.4 0.1 1.0
0.5 0.2 0.4
-0.2 -0.3 -0.1

Entry from the OMol25 dataset: the molecule C4H11NOS at a distorted geometry (the ωB97M-V functional and the def2-TZVPD basis).

The total energy is -18698.8325 eV. The SMILES is N[C@@H](CO)CCS. Its charge is 0. Its HOMO energy is -9.32 eV. The frontier orbital gap comes out at 0.3689 Ha. As for the energy above the lowest of the compared OMol25 structures with the same formula, charge and spin: 25.0 kcal/mol.

Each line ends with the Mulliken charge.
Positions of all 18 atoms, in Å:
N  -1.177627  0.739585  -1.127207  -0.63
C  -0.052539  0.661919  -0.186601  0.16
C  0.223587  2.119619  0.200274  -0.80
O  0.512560  2.928360  -0.895085  -0.53
C  -0.317374  -0.098204  1.128252  -0.78
C  -0.467807  -1.622347  1.123062  -0.71
S  0.733216  -2.317221  -0.119515  -0.24
H  -2.091216  0.752104  -0.678201  0.22
H  -1.173431  -0.012905  -1.790448  0.23
H  0.816397  0.262919  -0.698742  0.52
H  1.005007  2.141153  0.972276  0.34
H  -0.601591  2.493311  0.830383  0.30
H  0.014779  2.523548  -1.608477  0.35
H  0.505848  0.174623  1.794472  0.32
H  -1.204609  0.357796  1.583090  0.35
H  -1.482114  -1.921419  0.860452  0.32
H  -0.320620  -2.004457  2.131171  0.45
H  0.669612  -3.528601  0.429683  0.13

Force components x, y, z for each atom (eV/Å):
0.1 -0.3 -0.2
-1.0 0.6 0.7
0.3 -0.4 1.5
0.3 0.1 0.3
0.1 0.3 0.1
0.0 0.5 -0.8
-0.6 0.0 0.9
0.3 0.1 0.1
0.0 -0.4 -0.2
0.1 0.0 -0.2
0.6 0.1 -0.7
-0.5 0.0 -0.6
-0.4 0.0 -0.4
0.1 -0.2 0.0
-0.1 -0.1 0.0
0.0 0.0 -0.3
0.4 -0.1 -0.1
0.2 -0.3 -0.2

Entry from the OMol25 dataset: the molecule C4H11NOS at a distorted geometry (the ωB97M-V functional and the def2-TZVPD basis).

The total energy is -18698.5147 eV. The SMILES is OCNCCCS. Its charge is 0. Its HOMO energy is -9.10 eV. The frontier orbital gap comes out at 0.3646 Ha. As for the energy above the lowest of the compared OMol25 structures with the same formula, charge and spin: 32.4 kcal/mol.

Each line ends with the Mulliken charge.
Positions of all 18 atoms, in Å:
O  -0.531413  3.307485  0.392177  -0.53
C  0.464194  2.318150  0.291543  -0.27
N  -0.145168  0.990072  0.307206  -0.35
C  0.907659  -0.063613  0.407086  -0.52
C  0.610779  -1.344524  -0.375338  -0.66
C  -0.668557  -2.071627  0.035187  -0.75
S  -2.274257  -1.275660  -0.498393  -0.21
H  -1.256413  2.846901  0.797590  0.31
H  1.136467  2.360536  1.152007  0.30
H  0.995517  2.449241  -0.659399  0.31
H  -0.624192  0.719096  -0.544893  0.19
H  1.167922  -0.318518  1.438031  0.28
H  1.785545  0.364021  -0.094976  0.35
H  0.566545  -1.212677  -1.463196  0.32
H  1.421744  -2.052123  -0.184322  0.35
H  -0.703851  -3.057955  -0.415963  0.39
H  -0.652979  -2.147032  1.122534  0.35
H  -2.199541  -1.811774  -1.706880  0.13

Force components x, y, z for each atom (eV/Å):
0.6 0.1 -0.4
-0.6 -0.7 -0.5
0.5 -1.3 0.5
0.1 0.6 -0.9
-0.7 -0.3 0.0
-0.3 0.5 0.0
0.7 -0.2 0.6
-0.7 -0.2 0.5
0.2 0.0 -0.1
0.2 0.4 0.2
-0.3 0.9 -0.1
-0.1 0.2 0.0
0.4 -0.2 0.4
0.2 0.4 0.1
0.2 0.1 0.0
0.1 -0.2 0.2
-0.4 -0.2 0.0
-0.2 -0.1 -0.4

Entry from the OMol25 dataset: the molecule C4H11NOS (the ωB97M-V functional and the def2-TZVPD basis).

The total energy is -18698.9134 eV. The SMILES is C[C@H](CS)NCO. Its charge is 0. Its HOMO energy is -8.91 eV. The frontier orbital gap comes out at 0.3582 Ha. As for the energy above the lowest of the compared OMol25 structures with the same formula, charge and spin: 23.2 kcal/mol.

Each line ends with the Mulliken charge.
Positions of all 18 atoms, in Å:
C  0.405495  1.250108  0.858639  -1.47
C  0.033395  0.063958  -0.035425  0.41
C  0.828729  -1.183584  0.293209  -0.87
S  0.559657  -1.731988  2.009397  -0.23
N  0.197397  0.337509  -1.463806  -0.37
C  -0.957051  0.831637  -2.128204  -0.46
O  -1.418304  2.065183  -1.553385  -0.48
H  -0.039179  2.145403  0.436209  0.39
H  1.490964  1.388143  0.927288  0.33
H  -0.021372  1.112281  1.855552  0.41
H  -1.039153  -0.119754  0.115884  0.23
H  0.624526  -1.993386  -0.394668  0.43
H  1.893530  -0.963405  0.195028  0.33
H  0.168167  -2.979757  1.733025  0.12
H  0.964807  0.989940  -1.587721  0.26
H  -0.702483  0.996077  -3.175389  0.36
H  -1.766206  0.107326  -2.037339  0.35
H  -1.968024  2.504769  -2.215198  0.27

Force components x, y, z for each atom (eV/Å):
-0.2 -0.1 -0.1
-0.5 0.1 -0.1
0.4 0.0 0.3
0.0 -0.1 0.1
0.2 0.3 0.0
0.0 0.1 0.1
-0.1 0.2 -0.3
0.0 0.1 0.0
-0.1 -0.1 0.0
0.3 0.0 0.0
0.2 -0.2 0.0
-0.3 -0.1 -0.1
0.0 0.1 -0.1
0.0 0.0 0.0
0.0 -0.1 -0.1
-0.1 -0.1 -0.1
0.0 -0.2 -0.1
0.1 0.0 0.2

Entry from the OMol25 dataset: a structure of composition C4H11NOSn at a distorted geometry (the ωB97M-V functional and the def2-TZVPD basis).

The total energy is -13676.1853 eV. Its charge is +2. Its HOMO energy is -19.84 eV. The frontier orbital gap comes out at 0.3303 Ha. As for the energy above the lowest of the compared OMol25 structures with the same formula, charge and spin: 19.3 kcal/mol.

Each line ends with the Mulliken charge.
Positions of all 18 atoms, in Å:
Sn  9.855693  -19.154709  10.007130  1.25
C  13.381204  -21.224370  8.379596  -1.33
C  12.650350  -19.972218  8.875440  0.64
C  11.627920  -19.608382  7.769442  -0.97
O  10.758813  -18.554176  8.091671  -0.33
C  10.471891  -17.642127  7.035548  -0.64
N  11.985316  -20.125518  10.109526  -0.61
H  12.695891  -21.749798  7.714489  0.37
H  13.645961  -21.945713  9.152685  0.45
H  14.302072  -20.942223  7.869215  0.37
H  13.433852  -19.243683  9.083907  0.40
H  11.123148  -20.528033  7.473561  0.38
H  12.223162  -19.279000  6.917810  0.46
H  10.056336  -16.803811  7.594683  0.28
H  9.868512  -18.065166  6.232383  0.35
H  11.423756  -17.359542  6.585874  0.32
H  12.615074  -20.577210  10.757213  0.27
H  11.317548  -20.868954  9.962992  0.34

Force components x, y, z for each atom (eV/Å):
0.1 1.0 0.2
-0.3 -0.2 -0.1
1.6 0.6 -2.1
2.6 -0.7 -0.5
-0.5 -1.1 1.9
0.1 1.5 -0.5
-2.4 -0.4 1.2
0.4 -0.3 -0.3
0.0 0.2 0.3
-0.2 -0.1 -0.2
-0.3 0.6 -0.5
-0.5 0.0 0.0
-0.1 -0.2 -0.2
-0.3 0.2 -0.8
-0.4 -0.1 0.4
0.0 0.2 0.2
0.2 0.4 1.1
0.0 -1.7 -0.1

Entry from the OMol25 dataset: a cluster of 2 separate species, C4H11NS in total at a distorted geometry (the ωB97M-V functional and the def2-TZVPD basis).

The total energy is -16646.8175 eV. Its charge is 0. Its HOMO energy is -6.08 eV. The frontier orbital gap comes out at 0.1967 Ha. As for the energy above the lowest of the compared OMol25 structures with the same formula, charge and spin: 114.7 kcal/mol.

Each line ends with the Mulliken charge.
Positions of all 17 atoms, in Å:
C  -0.591480  -1.001353  1.421330  -0.23
C  0.455976  -1.116586  0.160596  -0.19
C  -0.809745  -0.768726  -0.316621  -0.58
S  0.744770  2.006028  -0.418659  -0.58
C  0.820641  1.308979  -2.094263  -0.87
N  -1.274684  -2.273158  1.694151  -0.55
H  -1.248729  -0.141184  1.592452  0.29
H  0.132143  -0.840964  2.222759  0.43
H  0.819852  -2.132927  0.062903  0.31
H  1.252605  -0.378351  0.219087  0.20
H  -1.082544  0.263481  -0.522741  0.30
H  -1.430350  -1.565472  -0.713109  0.29
H  1.368286  0.356693  -2.178536  0.23
H  -0.155538  1.076187  -2.543104  0.23
H  1.315821  2.028634  -2.743236  0.29
H  -0.900737  -2.757376  2.488997  0.21
H  -2.274583  -2.171522  1.796830  0.23

Force components x, y, z for each atom (eV/Å):
-1.7 -1.6 1.7
0.6 0.1 -1.1
0.9 -0.1 -1.1
-0.2 0.0 0.3
-0.1 -0.3 -0.2
0.1 0.3 -0.4
0.3 0.2 -0.4
0.5 0.5 -0.6
-0.5 -0.2 0.3
-0.5 0.6 0.1
0.5 0.3 0.3
-0.2 -0.1 0.6
0.2 0.1 0.2
-0.1 0.3 0.1
0.0 -0.1 -0.2
0.1 -0.1 0.2
0.1 0.0 0.0